Formula: C22H38O7
Source: the Open Molecules 2025 dataset
Level of theory: the ωB97M-V functional and the def2-TZVPD basis

XYZ file:
```
67
Properties=species:S:1:pos:R:3:lowdin_charge:R:1
C -6.70 -0.98 -0.17 -0.11
C -6.32 -0.23 1.11 -0.27
C -5.43 0.99 0.86 -0.23
C -4.04 0.63 0.34 -0.23
C -3.14 1.85 0.22 -0.21
C -1.74 1.48 -0.26 -0.23
C -0.78 2.67 -0.32 -0.21
C 0.61 2.21 -0.75 -0.22
C 1.66 3.32 -0.70 -0.21
C 3.07 2.77 -0.95 -0.21
C 3.64 2.05 0.27 -0.21
C 4.76 1.09 -0.11 -0.20
C 5.40 0.38 1.09 -0.20
C 4.46 -0.55 1.86 -0.18
C 3.91 -1.70 1.02 -0.07
C 2.69 -1.31 0.24 -0.49
O 1.76 -0.67 0.68 0.09
O 2.71 -1.79 -1.01 0.02
C 1.58 -1.58 -1.84 -0.08
C 0.82 -2.89 -2.09 -0.28
O -0.06 -2.75 -3.17 0.01
C 0.04 -3.39 -0.85 -0.16
O 0.90 -3.71 0.23 0.10
C 0.55 -3.01 1.34 -0.43
O 1.11 -3.11 2.39 0.14
C -0.60 -2.16 1.01 -0.19
O -1.19 -1.33 1.90 0.10
C -0.91 -2.37 -0.28 -0.18
O -1.86 -1.81 -1.07 0.10
H -7.40 -1.78 0.05 0.07
H -5.82 -1.42 -0.64 0.06
H -7.17 -0.30 -0.88 0.07
H -7.23 0.10 1.60 0.10
H -5.80 -0.92 1.78 0.11
H -5.92 1.65 0.14 0.11
H -5.33 1.54 1.79 0.11
H -4.13 0.15 -0.64 0.11
H -3.58 -0.08 1.04 0.11
H -3.58 2.57 -0.47 0.12
H -3.06 2.34 1.19 0.12
H -1.32 0.74 0.42 0.10
H -1.81 1.03 -1.26 0.12
H -0.72 3.13 0.67 0.12
H -1.16 3.42 -1.01 0.12
H 0.56 1.82 -1.77 0.12
H 0.92 1.39 -0.10 0.09
H 1.42 4.08 -1.45 0.11
H 1.63 3.80 0.28 0.11
H 3.74 3.59 -1.23 0.11
H 3.03 2.08 -1.80 0.11
H 2.84 1.48 0.75 0.08
H 4.01 2.78 0.99 0.12
H 4.38 0.34 -0.81 0.10
H 5.54 1.65 -0.63 0.12
H 5.78 1.14 1.78 0.11
H 6.25 -0.20 0.73 0.11
H 5.02 -0.97 2.70 0.11
H 3.62 0.02 2.27 0.11
H 4.66 -2.10 0.34 0.13
H 3.58 -2.50 1.68 0.13
H 0.93 -0.82 -1.38 0.12
H 1.95 -1.21 -2.80 0.14
H 1.54 -3.66 -2.37 0.17
H -0.81 -2.21 -2.90 0.09
H -0.50 -4.30 -1.16 0.18
H -0.63 -1.34 2.70 0.13
H -2.35 -1.15 -0.55 0.09
```

Summary:
* SMILES: CCCCCCCCCCCCCCCC(=O)OC[C@H](O)[C@H]1OC(=O)C(O)=C1O
* HOMO energy: -9.0001 eV
* orbital gap: 9.64 eV
* max |F|: 1.00 eV/Å
* LUMO energy: 0.64 eV
* energy relative to the best compared isomer or geometry (same formula, charge and spin): 13.4 kJ/mol
* total charge: 0

Formula: C24H37N6NdO4SSb
Source: the Open Molecules 2025 dataset
Level of theory: the ωB97M-V functional and the def2-TZVPD basis

XYZ file:
```
74
Properties=species:S:1:pos:R:3:lowdin_charge:R:1
Nd 1.68 -0.57 -1.23 1.78
N 4.17 -3.98 0.82 0.09
C 3.49 -3.07 0.11 -0.83
S 3.11 -1.58 0.96 0.54
N 3.34 -3.40 -1.20 -0.01
N 2.83 -2.41 -1.99 -0.24
C 3.15 -2.39 -3.29 -0.08
C 3.33 -1.21 -4.04 -0.25
C 4.04 -1.24 -5.26 -0.01
C 4.26 -0.08 -5.95 -0.03
C 3.69 1.11 -5.47 -0.01
C 2.90 1.12 -4.32 -0.07
N 2.80 0.00 -3.58 0.01
H 4.41 -3.79 1.76 0.08
H 4.38 -4.90 0.40 0.13
H 3.31 -3.35 -3.74 0.13
H 4.31 -2.22 -5.65 0.13
H 4.89 -0.03 -6.84 0.13
H 3.77 2.04 -6.01 0.11
H 2.46 2.02 -3.95 0.09
O 1.73 5.78 -2.90 0.12
C 1.30 4.60 -2.34 -0.38
O 1.33 3.55 -2.99 0.09
C 0.88 4.58 -0.91 -0.09
C 0.53 5.53 -0.01 0.02
N 0.12 4.81 1.12 0.02
N 0.20 3.49 0.94 0.13
C 0.70 3.32 -0.28 -0.13
C 1.03 1.94 -0.77 -0.54
O 0.09 1.17 -1.19 -0.15
O 2.23 1.51 -0.73 -0.16
H 1.63 6.54 -2.27 0.13
H 0.48 6.61 -0.06 0.14
H -0.04 5.24 2.04 0.18
C -3.04 1.96 1.97 -0.14
C -3.84 0.79 1.32 -0.67
C -3.99 0.91 -0.18 -0.14
C -5.17 0.43 2.03 -0.15
Sb -2.46 -1.02 1.93 1.56
C -0.79 -0.83 3.67 -0.64
C 0.00 -2.13 3.85 -0.12
C -1.81 -0.56 4.85 -0.14
C 0.03 0.39 3.28 -0.16
C -1.67 -2.41 0.19 -0.71
C -0.23 -2.79 0.48 -0.16
C -1.80 -1.57 -1.07 -0.16
C -2.59 -3.60 0.26 -0.15
H -3.46 2.92 1.66 0.08
H -1.99 1.91 1.64 0.03
H -3.16 1.90 3.05 0.06
H -4.64 1.77 -0.46 0.10
H -4.45 0.02 -0.63 0.07
H -3.01 1.04 -0.66 0.07
H -5.78 1.34 2.21 0.09
H -4.98 -0.08 3.01 0.06
H -5.69 -0.22 1.32 0.07
H -0.66 -3.02 3.90 0.09
H 0.57 -2.01 4.81 0.10
H 0.74 -2.27 3.05 0.04
H -2.46 -1.43 4.97 0.06
H -2.41 0.31 4.59 0.04
H -1.23 -0.27 5.76 0.09
H 0.94 0.12 2.72 0.05
H 0.49 0.86 4.22 0.10
H -0.48 1.21 2.76 0.03
H 0.42 -1.86 0.50 -0.02
H 0.17 -3.49 -0.24 0.08
H -0.13 -3.25 1.51 0.08
H -1.22 -0.62 -1.00 0.02
H -2.85 -1.34 -1.26 0.07
H -1.43 -2.07 -1.98 0.08
H -2.35 -4.27 1.08 0.08
H -2.50 -4.15 -0.66 0.08
H -3.64 -3.34 0.34 0.06
```

Summary:
* HOMO energy (alpha / beta): -8.5429 / -8.5429 eV
* orbital gap (alpha / beta): 4.46 / 4.45 eV
* max |F|: 3.97 eV/Å
* spin multiplicity: 4
* LUMO energy (alpha / beta): -4.08 / -4.09 eV
* energy relative to the best compared isomer or geometry (same formula, charge and spin): 167.2 kJ/mol
* total charge: +1

Formula: C36H21Cl2I2IrN6O5S
Source: the Open Molecules 2025 dataset
Level of theory: the ωB97M-V functional and the def2-TZVPD basis

XYZ file:
```
74
Properties=species:S:1:pos:R:3:lowdin_charge:R:1
Ir -0.81 0.78 0.61 1.48
C 4.70 -2.58 -0.32 -0.02
C 3.52 -2.82 0.30 0.04
C 2.68 -1.73 0.82 -0.15
C 3.19 -0.39 0.55 -0.16
C 4.37 -0.17 -0.12 -0.01
C 5.12 -1.25 -0.53 0.04
N 2.30 0.63 0.91 0.07
N 2.80 1.76 0.99 0.13
C 1.84 2.80 1.02 -0.27
C 2.44 4.03 1.19 0.02
C 1.67 5.19 1.12 -0.02
C 0.34 5.02 0.83 -0.01
C -0.19 3.74 0.67 -0.08
N 0.52 2.61 0.78 0.06
H 5.31 -3.40 -0.69 0.13
H 3.18 -3.83 0.44 0.13
H 2.68 -1.86 1.92 0.20
H 4.67 0.84 -0.35 0.12
H 6.06 -1.07 -1.05 0.14
H 3.50 4.05 1.37 0.12
H 2.12 6.16 1.25 0.12
H -0.33 5.86 0.73 0.12
H -1.24 3.63 0.47 0.07
Cl 0.23 -4.21 5.14 0.75
C -0.01 -2.69 4.37 -0.59
C -0.48 -1.62 5.17 -0.15
C -0.80 -0.42 4.60 -0.65
I -1.59 1.13 5.73 1.00
C -0.63 -0.22 3.21 -0.38
O -0.97 0.86 2.62 -0.17
C 0.00 -1.27 2.44 -0.19
N 0.27 -0.98 1.16 -0.04
C 1.11 -1.94 0.47 -0.23
C 0.78 -3.35 0.84 -0.06
C 0.45 -3.64 2.09 -0.03
C 0.22 -2.55 3.02 -0.18
H -0.63 -1.79 6.23 0.10
H 1.03 -1.77 -0.60 0.14
H 0.87 -4.12 0.08 0.13
H 0.26 -4.66 2.42 0.11
Cl -7.55 -0.39 0.13 0.72
C -5.99 0.36 0.21 -0.60
C -5.88 1.72 0.21 -0.15
C -4.63 2.35 0.27 -0.63
I -4.50 4.42 0.23 0.97
C -3.47 1.62 0.34 -0.40
O -2.27 2.15 0.37 -0.29
C -3.59 0.20 0.35 -0.11
N -2.40 -0.49 0.43 -0.01
C -2.43 -1.80 0.37 -0.06
C -3.63 -2.52 0.28 -0.01
C -4.82 -1.86 0.25 0.01
C -4.83 -0.45 0.27 -0.16
H -6.78 2.32 0.16 0.10
H -1.49 -2.33 0.41 0.10
H -3.59 -3.60 0.24 0.12
H -5.76 -2.40 0.19 0.10
O 3.58 1.29 -2.80 -0.28
S 2.61 0.23 -2.73 0.66
O 3.12 -1.10 -2.51 -0.29
N 1.50 0.55 -1.59 -0.02
C 0.29 0.63 -2.11 -0.47
O -0.77 0.78 -1.44 -0.12
C 0.24 0.52 -3.59 -0.13
C -0.86 0.61 -4.43 0.01
C -0.65 0.45 -5.79 -0.05
C 0.63 0.22 -6.30 -0.05
C 1.73 0.13 -5.46 -0.02
C 1.50 0.28 -4.11 -0.21
H -1.85 0.79 -4.02 0.12
H -1.48 0.52 -6.48 0.11
H 0.76 0.10 -7.37 0.11
H 2.72 -0.06 -5.85 0.13
```

Summary:
* HOMO energy (alpha / beta): -10.0193 / -10.0685 eV
* orbital gap (alpha / beta): 4.91 / 4.77 eV
* max |F|: 0.49 eV/Å
* spin multiplicity: 2
* LUMO energy (alpha / beta): -5.11 / -5.30 eV
* energy relative to the best compared isomer or geometry (same formula, charge and spin): 157.9 kJ/mol
* total charge: +1